14
Properties=species:S:1:pos:R:3 method="wB97M-V/def2-TZVPD" e_tot_ha=-432.77704 relative_energy_kj_mol=180.60 spin_multiplicity=3 homo_energy_ev="-5.802 / -10.980" e_lumo_ev="0.571 / -2.714"
C 1.289 1.651 -0.450
C 2.697 -0.107 0.150
C -0.233 -1.685 -0.444
C -1.706 -0.013 0.028
C 1.821 0.801 0.609
N 0.786 2.279 -1.276
N 3.651 -0.648 -0.357
N 0.811 -2.064 -0.648
O -1.415 -1.421 -0.240
H -2.561 -0.212 0.630
H -1.751 0.586 -0.847
H -0.909 0.501 0.556
H 1.327 0.968 1.499
H 4.022 -1.616 -0.537